{"formula": "C2H4FN2O", "method": "ωB97M-V with the def2-TZVPD basis set", "species": ["C", "C", "N", "N", "O", "F", "H", "H", "H", "H"], "positions_angstrom": [[-2.439768, -0.648610, -0.258002], [1.296836, 0.669182, 0.277514], [1.004543, -1.520042, -0.581487], [-3.020966, 0.328628, -0.089511], [1.695867, -0.675344, 0.034725], [0.155636, 1.076577, -0.320011], [1.525561, -2.490665, -0.396906], [1.293943, 0.933880, 1.345255], [2.150950, 1.213855, -0.111727], [-3.662599, 1.112537, 0.100147]], "forces_ev_per_angstrom": [[0.9459, -1.1088, -0.1617], [-0.7985, 3.1827, -0.9337], [1.3819, 0.1723, 1.4678], [-1.7210, 2.0996, 0.5126], [-0.9540, -3.1515, 0.0824], [1.0488, -1.1253, 0.4131], [-0.6973, 1.9996, -0.6617], [-0.2780, -1.2122, 0.0820], [0.2220, 0.1532, -0.4930], [0.8503, -1.0096, -0.3079]], "nbo_charge": [0.251, 0.285, 0.215, -0.713, -0.099, -0.266, 0.387, 0.249, 0.221, 0.470], "lumo_ha": [-0.316, -0.316], "e_tot_ha": -362.7217, "total_charge": 1, "homo_energy_ev": [-14.83, -14.83], "homo_lumo_gap_ev": [6.2, 6.2]}